[1]
ORCA calculation (wB97M-V/def2-TZVPD) on 16 unconnected molecules or ions with the total composition C46H118O23 at a distorted geometry.

LUMO energy = 0.44 eV
HOMO-LUMO gap = 0.3529 Eh
Charge = 0
Energy = -3553.42504 Ha

Each line ends with the Löwdin charge.
Cartesian coordinates (Å):
C  -4.04  0.68  -3.83  -0.14
C  -5.16  -0.27  -4.41  -0.14
C  -5.86  -0.79  -3.14  -0.19
O  -5.68  0.29  -2.20  -0.14
C  -4.34  0.77  -2.34  -0.19
H  -4.21  1.66  -4.28  0.10
H  -3.04  0.29  -4.02  0.09
H  -4.87  -1.06  -5.11  0.09
H  -5.87  0.29  -5.01  0.10
H  -5.40  -1.70  -2.76  0.09
H  -6.90  -1.01  -3.35  0.12
H  -3.62  0.16  -1.79  0.10
H  -4.21  1.80  -1.98  0.11
C  2.26  2.18  -4.64  -0.20
C  1.75  0.93  -5.26  -0.20
C  2.05  1.15  -6.71  -0.19
O  3.29  1.86  -6.63  -0.13
C  3.57  2.33  -5.30  -0.19
H  2.43  2.14  -3.56  0.11
H  1.66  3.05  -4.90  0.11
H  0.70  0.76  -5.05  0.10
H  2.29  0.05  -4.90  0.11
H  1.28  1.69  -7.25  0.12
H  2.26  0.17  -7.14  0.12
H  3.93  3.36  -5.24  0.10
H  4.30  1.65  -4.88  0.13
C  0.15  -3.79  -5.66  -0.16
C  -1.05  -3.23  -6.36  -0.17
C  -1.59  -2.27  -5.34  -0.24
O  -0.59  -2.05  -4.41  -0.15
C  0.66  -2.54  -4.91  -0.17
H  0.87  -4.17  -6.38  0.12
H  -0.06  -4.63  -4.99  0.10
H  -1.70  -4.07  -6.60  0.12
H  -0.86  -2.74  -7.32  0.12
H  -2.46  -2.71  -4.86  0.11
H  -1.91  -1.34  -5.81  0.12
H  1.33  -2.79  -4.09  0.11
H  1.23  -1.87  -5.57  0.10
C  -1.19  3.82  -4.74  -0.17
O  -1.65  4.02  -6.05  -0.10
H  -1.96  3.76  -3.97  0.07
H  -0.61  2.90  -4.67  0.06
H  -0.55  4.66  -4.49  0.08
H  -1.97  3.19  -6.38  0.07
C  6.46  -0.94  -0.87  -0.15
O  5.30  -0.15  -0.70  -0.14
H  6.24  -1.97  -0.57  0.07
H  6.76  -0.88  -1.92  0.08
H  7.23  -0.59  -0.19  0.07
H  4.54  -0.74  -0.69  0.01
C  -2.30  -5.07  1.89  -0.16
O  -1.82  -5.78  0.78  -0.11
H  -3.19  -4.51  1.61  0.06
H  -2.53  -5.67  2.77  0.09
H  -1.60  -4.30  2.22  0.06
H  -1.54  -5.13  0.13  -0.01
C  3.07  -3.06  -0.97  -0.11
O  2.98  -1.64  -0.92  -0.15
H  2.17  -3.50  -0.52  0.06
H  3.12  -3.41  -2.00  0.07
H  4.02  -3.38  -0.53  0.08
H  2.07  -1.43  -0.69  0.02
C  1.46  -3.06  4.13  -0.16
O  2.29  -4.11  4.55  -0.11
H  0.43  -3.34  4.36  0.08
H  1.71  -2.17  4.71  0.07
H  1.61  -2.79  3.09  0.06
H  2.57  -3.91  5.44  0.07
C  1.60  4.82  -1.69  -0.17
O  0.66  5.81  -1.90  -0.11
H  1.36  4.07  -2.44  0.07
H  2.62  5.17  -1.83  0.06
H  1.45  4.43  -0.69  0.08
H  0.79  6.45  -1.19  0.08
C  4.68  3.33  -0.13  -0.09
O  4.41  4.62  0.47  -0.17
C  5.24  5.62  -0.07  -0.21
C  5.21  6.00  -1.58  -0.19
O  5.37  4.92  -2.52  -0.20
C  5.38  5.39  -3.88  -0.10
H  5.72  3.15  -0.41  0.10
H  4.07  3.24  -1.03  0.07
H  4.37  2.48  0.47  0.06
H  6.27  5.31  0.13  0.11
H  5.05  6.47  0.59  0.13
H  6.02  6.72  -1.67  0.12
H  4.25  6.48  -1.80  0.11
H  5.79  4.61  -4.51  0.08
H  6.08  6.23  -3.96  0.08
H  4.40  5.70  -4.25  0.09
C  -0.03  -4.84  -2.01  -0.06
O  -1.23  -4.59  -1.31  -0.24
C  -2.29  -3.98  -2.10  -0.10
C  -3.50  -3.74  -1.15  -0.18
O  -3.24  -2.64  -0.30  -0.22
C  -4.39  -2.15  0.40  -0.06
H  -0.15  -5.41  -2.93  0.08
H  0.73  -5.31  -1.38  0.10
H  0.31  -3.87  -2.37  0.07
H  -2.50  -4.64  -2.94  0.13
H  -1.93  -3.03  -2.50  0.10
H  -3.82  -4.62  -0.59  0.12
H  -4.40  -3.58  -1.74  0.11
H  -5.05  -1.62  -0.28  0.08
H  -4.09  -1.52  1.23  0.09
H  -4.97  -3.00  0.79  0.09
C  -6.50  5.96  0.12  -0.10
O  -5.66  4.82  0.27  -0.18
C  -4.51  5.06  1.06  -0.21
C  -3.64  3.79  1.31  -0.18
O  -3.26  3.19  0.07  -0.20
C  -2.18  3.82  -0.61  -0.09
H  -5.87  6.72  -0.35  0.08
H  -7.02  6.26  1.02  0.09
H  -7.24  5.74  -0.65  0.09
H  -4.79  5.52  2.01  0.12
H  -3.89  5.82  0.58  0.11
H  -4.20  2.98  1.78  0.13
H  -2.90  4.09  2.04  0.12
H  -1.29  3.87  0.02  0.07
H  -2.31  4.89  -0.81  0.08
H  -2.01  3.28  -1.54  0.07
C  -0.49  -1.33  7.10  -0.11
O  -0.40  -0.86  5.77  -0.21
C  0.37  0.34  5.66  -0.18
C  0.52  0.92  4.28  -0.18
O  -0.73  1.16  3.63  -0.18
C  -0.70  1.51  2.25  -0.09
H  -0.44  -0.59  7.90  0.09
H  0.35  -2.00  7.29  0.08
H  -1.39  -1.93  7.19  0.08
H  1.33  0.03  6.06  0.10
H  -0.09  1.05  6.35  0.12
H  1.11  0.18  3.74  0.11
H  1.08  1.86  4.20  0.13
H  -1.73  1.34  1.91  0.09
H  -0.07  0.84  1.67  0.05
H  -0.37  2.52  2.03  0.09
C  6.37  -1.20  6.00  -0.12
O  5.01  -1.12  6.33  -0.18
C  4.45  0.20  6.43  -0.17
C  4.43  1.03  5.14  -0.22
O  3.93  0.27  4.06  -0.18
C  3.96  0.94  2.82  -0.11
H  6.74  -2.14  6.41  0.09
H  6.96  -0.42  6.48  0.08
H  6.56  -1.10  4.93  0.09
H  5.07  0.77  7.12  0.12
H  3.46  0.18  6.89  0.11
H  5.45  1.37  4.97  0.12
H  3.89  1.96  5.35  0.12
H  3.64  0.21  2.09  0.09
H  4.96  1.24  2.50  0.09
H  3.28  1.80  2.79  0.08
C  -0.11  -2.19  0.73  -0.04
O  0.35  -1.30  -0.31  -0.23
C  -0.72  -0.55  -0.88  -0.15
C  -0.12  0.51  -1.86  -0.19
O  0.44  1.62  -1.24  -0.18
C  1.71  1.38  -0.54  -0.05
H  -0.42  -1.63  1.62  0.09
H  0.71  -2.84  1.03  0.08
H  -0.86  -2.83  0.26  0.07
H  -1.29  0.01  -0.14  0.11
H  -1.44  -1.24  -1.31  0.10
H  -0.90  0.91  -2.52  0.11
H  0.56  0.00  -2.54  0.11
H  2.41  0.78  -1.13  0.08
H  1.61  0.86  0.42  0.07
H  2.26  2.31  -0.39  0.05
C  -3.17  -2.49  4.15  -0.13
O  -3.96  -3.58  4.40  -0.18
C  -4.59  -3.55  5.68  -0.19
C  -5.55  -4.73  5.80  -0.15
O  -4.94  -6.07  5.84  -0.19
C  -4.37  -6.40  7.10  -0.11
H  -2.66  -2.59  3.19  0.07
H  -2.45  -2.25  4.93  0.07
H  -3.78  -1.59  4.09  0.09
H  -5.13  -2.61  5.78  0.13
H  -3.76  -3.56  6.40  0.11
H  -6.19  -4.64  4.92  0.13
H  -6.10  -4.58  6.73  0.11
H  -5.18  -6.43  7.82  0.08
H  -3.62  -5.68  7.42  0.08
H  -3.94  -7.40  7.08  0.09

[2]
ORCA calculation (wB97M-V/def2-TZVPD) on 2 unconnected molecules or ions with the total composition H3N2OP at a distorted geometry.

LUMO energy (alpha / beta) = -0.87 / -0.77 eV
Energy relative to the best compared isomer or geometry (same formula, charge and spin) = 2.864 eV
HOMO-LUMO gap (alpha / beta) = 0.3394 / 0.3418 Eh
Charge = 0
Energy = -527.78291 Ha

Each line ends with the Löwdin charge.
Cartesian coordinates (Å):
N  -0.66  0.36  0.23  -0.30
N  1.07  -0.86  -0.05  0.00
O  -2.95  0.25  -0.24  -0.39
P  -1.61  -0.55  -0.56  0.66
H  1.83  -0.15  -0.35  0.03
H  1.04  -0.98  0.94  -0.05
H  -2.67  0.72  0.60  0.05